# 1
C15H18I2MgN2O8P2 as an isolated structure in a non-equilibrium geometry, computed with ωB97M-V/def2-TZVPD.

```
48
Properties=species:S:1:pos:R:3:forces:R:3:nbo_charge:R:1
P 2.559 1.744 -0.800 1.4 -0.1 0.6 2.36
H 3.514 0.243 -4.141 0.1 0.0 0.0 0.22
H 4.642 1.016 -3.000 0.0 0.0 0.0 0.24
C 0.960 -1.441 1.694 0.4 0.2 0.5 -0.24
C 0.111 -0.695 2.685 0.0 0.0 0.1 -0.16
H -4.794 0.482 -1.788 0.0 0.1 0.0 0.23
C -1.385 0.718 4.603 0.1 0.0 0.0 -0.26
I -2.626 2.623 2.542 0.1 -0.1 0.4 0.13
N -1.748 -0.673 -1.019 -0.1 -0.2 -0.4 -0.61
H 1.052 1.717 -4.824 0.2 0.4 -0.1 0.53
C -2.086 -1.566 -0.096 -0.4 -0.4 0.3 0.26
C 0.119 -1.074 4.019 0.0 0.1 0.1 -0.22
Mg 0.047 0.371 -0.446 -0.7 0.0 0.2 1.78
C -3.403 -1.781 0.290 0.1 0.2 -0.1 -0.25
P 0.908 0.821 -2.885 0.4 0.5 -2.3 2.34
O -0.722 0.835 1.053 -0.9 0.7 2.2 -0.96
C -0.957 -2.349 0.514 -0.2 -0.2 0.1 -0.28
O 2.556 2.705 -3.304 0.2 0.3 -0.3 -0.74
O 4.100 1.611 -0.332 -0.4 -0.3 -0.3 -0.99
C -0.591 -0.357 4.965 0.1 -0.3 0.6 -0.18
H -0.897 -3.328 0.017 0.0 0.2 0.1 0.22
H 3.651 -0.350 -2.466 0.1 -0.1 -0.1 0.24
H -1.189 -2.521 1.571 0.0 -0.1 -0.2 0.23
H 4.400 2.457 -0.004 0.2 0.4 0.2 0.51
C -1.411 1.067 3.272 -0.4 0.4 -0.3 -0.22
H -5.439 -1.179 -0.036 -0.1 0.0 0.0 0.23
N 0.291 -1.610 0.403 0.4 -0.7 -0.4 -0.71
O 0.624 0.948 -4.442 0.1 -0.4 0.2 -0.97
C 2.589 1.468 -2.621 -0.6 -0.2 0.4 -0.48
O 0.795 -0.738 -2.632 0.4 0.0 -0.1 -0.98
H 0.943 -2.090 -0.207 0.0 -0.1 0.0 0.39
C -2.709 0.037 -1.600 -0.6 0.2 -0.3 0.08
C 3.672 0.533 -3.102 0.0 0.0 0.0 -0.63
H -2.385 0.760 -2.336 0.0 0.1 0.0 0.23
C -4.050 -0.117 -1.288 0.1 0.0 0.0 -0.26
O 2.027 3.091 -0.543 0.0 0.4 -0.2 -1.12
H 1.868 -0.861 1.506 0.0 -0.2 0.0 0.25
H 0.712 -1.926 4.321 0.0 -0.1 0.0 0.22
O 1.873 0.502 -0.279 1.5 0.2 -0.2 -1.27
H -1.961 1.260 5.338 0.0 0.0 0.0 0.24
H 2.336 3.371 -2.629 -0.1 0.1 0.0 0.52
H -3.624 -2.499 1.066 0.0 -0.1 0.0 0.23
H 0.029 -0.761 -2.037 -0.9 -1.5 -0.5 0.49
C -4.405 -1.041 -0.315 0.2 0.0 -0.1 -0.12
I -0.440 -0.911 7.004 -0.1 0.1 -0.4 0.10
C -0.652 0.422 2.280 -0.3 0.1 0.0 0.40
O -0.143 1.487 -2.077 -0.2 0.3 0.3 -1.18
H 1.240 -2.423 2.107 0.0 0.2 0.0 0.18
```
Forces are in eV/Å.

## Properties
Total charge   0
Kohn-Sham gap   0.2759 Ha
Spin multiplicity   1
HOMO   -7.48 eV

---

# 2
A 3-piece molecular cluster, C3H11O2S overall in a non-equilibrium geometry, computed with ωB97M-V/def2-TZVPD.

```
17
Properties=species:S:1:pos:R:3:forces:R:3:nbo_charge:R:1
H 0.105 1.737 0.768 0.3 -0.4 -0.5 0.49
H 1.108 -2.202 0.802 -0.2 -0.3 0.0 0.18
H -1.356 -2.654 0.467 0.1 -0.2 0.1 0.17
H 0.510 2.686 1.807 0.5 0.0 0.0 0.45
H 0.572 -1.673 -0.827 0.0 -0.3 0.1 0.19
H 2.504 2.645 -1.052 0.1 -0.2 0.0 0.49
H -1.203 -1.389 1.654 0.1 0.2 0.4 0.19
H -2.957 -1.049 0.011 -0.1 0.4 0.3 0.17
C 0.450 -1.527 0.252 0.6 0.8 -0.3 -0.62
O 0.941 2.148 1.125 -0.7 0.4 0.4 -1.02
S -1.651 1.011 -0.278 -0.1 0.4 0.2 -0.69
H 2.065 2.006 -2.339 0.1 -0.1 0.1 0.47
C -1.932 -0.770 -0.252 -0.2 -0.3 -0.3 -0.51
C -1.011 -1.622 0.615 -0.4 -0.3 -0.3 -0.40
O 2.863 2.296 -1.882 -0.2 0.2 0.1 -0.96
H 0.863 -0.522 0.411 -0.3 -0.1 0.2 0.23
H -1.871 -1.121 -1.282 0.3 -0.2 -0.3 0.17
```
Forces are in eV/Å.

## Properties
ΔE to the lowest compared entry with this formula, charge and spin   6.33 kcal/mol
Total charge   -1
Kohn-Sham gap   0.2476 Ha
Spin multiplicity   1
HOMO   -2.84 eV